1.
C4H37N2O13 | wB97M-V/def2-TZVPD

total charge: +1
energy above the lowest of the compared OMol25 structures with the same formula, charge and spin: 35.46 kcal per mole

```
56
C4H37N2O13, DFT wB97M-V/def2-TZVPD
O 0.13 -1.40 1.53
H -0.83 -4.57 -0.78
O -1.86 0.02 2.80
H -1.95 -0.85 2.39
H -0.39 -3.10 -0.87
H 1.07 -4.26 1.44
O 1.59 -0.31 -4.63
O 1.21 -3.70 2.21
H 5.18 1.56 -0.75
H 2.73 -2.23 -3.80
N -2.02 1.64 0.78
H -0.11 -2.52 -3.57
H -2.49 2.59 4.62
O 4.65 1.79 0.02
H 0.60 -4.16 2.81
H -3.18 -0.20 -1.66
H -2.04 1.75 1.80
O 2.49 -2.35 -2.87
H 0.09 3.46 1.18
H -1.21 1.79 4.33
C -1.71 2.97 0.22
H 2.50 -3.32 -2.85
H 2.03 0.48 -4.30
H -1.31 0.94 0.55
H 0.18 -1.31 5.10
H -2.31 -2.91 -0.20
H 2.49 2.51 -2.13
H -3.78 -2.59 -0.59
H -3.70 -0.58 -0.33
O -1.81 2.44 3.95
H 1.81 -0.65 -0.93
O -3.04 -2.27 -0.07
H 0.33 2.41 -1.77
C 1.09 1.23 -0.19
H -1.69 -0.12 3.74
C 0.51 2.34 -0.71
H 0.48 0.14 5.52
O -0.37 -2.25 -2.68
H 2.12 -0.49 -5.42
H -2.97 1.37 0.50
H 0.60 -0.86 2.18
O -0.70 -3.77 -0.24
H -2.06 2.98 -0.81
H -0.13 4.29 -0.42
H 1.37 1.09 0.84
H 0.71 -2.21 1.53
H -2.35 3.77 0.60
H 0.33 -1.60 -2.55
O -3.64 0.20 -0.92
O 2.31 1.95 -2.90
H 2.06 2.65 -3.52
O 0.06 -0.39 4.84
C -0.22 3.37 0.15
H 4.60 2.75 -0.03
H 1.28 0.27 -2.08
N 1.31 0.21 -1.08
```

These are the natural (NBO) partial charges, in e, on atoms 1 to 2: atom 1 (O): -0.99, atom 2 (H): 0.48


2.
C4H37N2O15 | wB97M-V/def2-TZVPD

total charge: -1
energy above the lowest of the compared OMol25 structures with the same formula, charge and spin: 72.90 kcal per mole

```
58
C4H37N2O15, DFT wB97M-V/def2-TZVPD
H -4.15 -2.32 1.08
H -1.44 -1.18 -1.86
O -2.22 -0.89 -2.35
H -4.30 -0.84 1.41
O 2.46 3.70 1.58
H 0.68 -0.57 -2.34
O 0.62 4.70 -0.74
O 0.33 -2.04 -0.95
C 0.75 -0.73 -1.26
H 1.13 1.64 0.65
H -0.28 2.12 -3.33
H 2.41 2.76 1.79
H -1.01 -0.11 1.69
O -0.16 2.61 -2.51
O -3.08 1.58 -0.83
H 3.49 -1.45 2.99
H 0.02 -4.38 -1.45
H 0.54 -3.50 1.23
H 3.49 1.60 -2.03
C -1.20 2.13 1.62
C 0.68 0.66 0.79
H -0.39 1.47 3.82
C -0.46 0.82 1.81
O -0.20 3.16 1.46
H -0.04 -3.29 -2.36
N 0.15 0.42 -0.59
H 0.19 4.02 -0.19
H 3.33 -1.24 -2.44
H -0.85 0.24 -0.53
H -2.28 1.24 -1.26
H 1.37 -0.12 1.09
H -1.93 2.19 0.80
H 2.41 2.08 -1.25
H -2.04 -3.81 -2.00
H 0.09 1.90 -1.88
H 1.98 -1.90 2.84
H -2.83 -1.64 -2.25
N 0.06 0.84 3.18
O -1.71 -2.01 0.41
H 0.50 3.08 2.11
O -4.17 -1.70 1.81
H -2.48 -3.03 -0.76
O -0.31 -4.23 -2.35
H 1.82 -0.75 -1.11
H -0.74 -2.01 -0.16
H 0.36 4.46 -1.64
O 2.61 1.29 -1.79
H 0.84 -2.14 0.95
H -1.58 -2.57 1.19
O 1.20 -2.86 1.52
H -1.84 2.56 2.41
H -3.43 0.79 -0.42
H 2.76 3.71 0.67
H 4.28 -0.39 -1.61
O 2.63 -1.46 3.42
O 4.26 -1.16 -2.19
H 0.50 0.05 3.62
O -2.84 -3.51 -1.53
```

These are the natural (NBO) partial charges, in e, on atoms 1 to 2: atom 1 (H): 0.48, atom 2 (H): 0.47


3.
C4H37NO13S | wB97M-V/def2-TZVPD

energy above the lowest of the compared OMol25 structures with the same formula, charge and spin: 37.63 kcal per mole

```
56
C4H37NO13S, DFT wB97M-V/def2-TZVPD
H 1.69 3.15 0.13
O 0.86 3.27 0.62
H -0.68 1.96 -2.61
H -2.12 -0.49 0.03
H -3.13 -2.93 1.98
H 0.48 0.12 5.03
O 1.99 1.99 -3.20
C -0.24 0.59 0.05
H 0.81 4.23 0.68
H -0.84 -3.23 0.46
H 2.57 1.28 -2.92
H 2.42 3.20 -2.23
H 1.95 1.87 -4.16
H 0.55 -0.39 -1.66
H 0.27 -1.76 4.00
S 2.08 -2.55 -2.13
H -2.65 1.83 2.61
H 2.23 0.43 0.18
O -0.63 -4.16 0.31
H 2.00 -1.15 0.83
H -1.92 2.97 -2.46
C 2.84 -1.22 -1.09
O 0.63 0.38 -4.36
H -0.04 1.53 -0.43
H 0.18 -4.37 0.78
O 1.41 0.09 4.79
H 1.58 0.94 4.36
N 0.53 -0.44 -0.62
C -1.76 0.47 -0.36
H 3.10 -0.46 -1.85
H -1.57 1.75 3.75
H -0.93 -1.78 -1.99
H 3.71 -1.41 -0.51
H -0.42 -3.15 4.05
H -3.60 -1.42 2.18
H 0.76 0.01 -5.24
O -2.92 -2.97 -0.34
C 1.89 -0.57 -0.13
H 1.38 -3.29 -1.18
H 0.11 3.10 3.20
O -2.47 1.46 3.49
O 2.85 3.61 -1.44
H -1.90 0.27 -1.42
H -2.82 -3.35 -1.22
H -3.78 -3.20 0.04
O -3.85 -2.35 2.25
H -0.57 -2.23 -3.41
H 0.05 1.72 2.78
O -1.02 -1.54 -2.93
H 2.62 4.43 -1.02
H -2.31 1.33 0.09
H 0.03 -0.25 -3.94
O -0.17 -2.42 3.48
H -0.07 0.53 1.13
O 0.16 2.21 3.62
O -1.33 2.35 -2.02
```

These are the natural (NBO) partial charges, in e, on atoms 1 to 2: atom 1 (H): 0.50, atom 2 (O): -0.97


4.
C4H37NO14 | wB97M-V/def2-TZVPD

energy above the lowest of the compared OMol25 structures with the same formula, charge and spin: 65.26 kcal per mole

```
56
C4H37NO14, DFT wB97M-V/def2-TZVPD
H -3.11 1.16 -1.84
H 0.25 4.31 0.24
O 1.16 -3.09 -2.79
H 2.17 -0.32 -1.75
H 2.55 -4.52 -0.46
H -2.33 -0.58 -1.71
H 0.08 -3.13 -1.48
H -3.00 1.04 -3.45
H 0.36 -0.36 -0.53
H -2.61 -0.75 -0.31
H 1.36 1.62 -3.08
H -1.13 -1.10 2.79
H 1.54 0.77 4.00
O -3.51 1.98 -0.47
H -0.76 2.04 -2.49
O 0.79 4.07 -0.55
H -2.28 0.99 2.03
H -0.17 -4.77 0.83
O -0.64 3.96 1.67
H 2.04 -3.24 2.62
O 0.01 2.58 -2.70
H 3.42 -0.80 -2.45
O 2.78 -1.07 -1.77
H 1.87 -3.64 -2.40
H -3.54 1.96 2.52
H -0.22 0.36 4.37
H 1.55 3.76 -0.04
H 1.99 0.89 -4.08
C 0.21 0.43 2.28
O 3.21 -3.78 -0.50
O -2.74 1.85 2.01
O -0.51 -3.56 -0.81
H -1.57 4.13 1.90
H -0.93 -0.76 1.14
O 1.69 -2.38 2.35
O 0.52 -4.62 1.48
H 0.15 3.22 -1.98
C 0.97 0.76 1.22
N -0.98 -0.38 2.10
H 0.23 1.88 3.91
H 2.72 -3.03 -0.16
H -0.79 3.07 1.28
H 0.46 -3.65 1.65
C 0.51 0.80 3.67
H 1.92 1.18 1.46
H -0.58 1.06 -0.28
H 1.46 -2.26 -2.38
O -2.06 -1.19 -1.00
C 0.45 0.66 -0.18
O 2.24 1.19 -3.20
H 2.36 -2.07 1.71
H -3.80 1.60 0.36
H -1.36 -3.15 -0.86
H 1.02 1.23 -0.97
H -2.89 2.69 -0.27
O -2.53 0.95 -2.62
```

These are the natural (NBO) partial charges, in e, on atoms 1 to 2: atom 1 (H): 0.51, atom 2 (H): 0.50


5.
C4H37O15S | wB97M-V/def2-TZVPD

total charge: -1

```
57
C4H37O15S, DFT wB97M-V/def2-TZVPD
O 2.10 -1.40 -3.49
O 2.55 -0.05 1.64
H -2.23 2.02 1.91
O 4.11 -1.11 -1.58
O 3.05 1.47 -1.78
H -3.58 -3.08 -1.89
H 1.03 2.15 1.35
H -0.31 2.01 -0.84
H 2.94 -1.40 -3.99
H 0.22 -3.34 -0.74
H 3.53 2.11 -2.37
C -1.95 -0.43 1.16
O -0.30 -1.98 4.36
H 3.36 -1.61 -2.04
C -3.16 1.85 1.29
S -3.42 3.17 0.03
O 0.40 -2.92 -1.49
H 0.86 2.42 -1.75
C -0.70 -0.24 0.29
H 0.57 -1.47 4.46
O -1.89 -2.63 -3.27
O -0.16 -0.03 -3.79
H 2.71 0.92 1.14
O 0.10 -1.43 0.52
O 0.46 0.26 3.41
H -1.93 -0.13 2.28
H -0.91 -0.33 -0.78
H 0.63 3.58 0.90
H -3.12 0.40 -0.52
H -4.09 0.03 0.81
H -0.45 -1.71 3.35
H 3.50 2.65 1.08
H -2.26 -1.45 1.07
H 0.63 -0.49 -3.51
H -1.05 -2.72 -2.87
H 1.37 0.33 3.30
H -2.79 -2.61 -0.77
H 4.01 -0.13 -1.78
H 2.82 1.74 -0.81
H 0.04 1.03 3.00
O -0.07 2.35 -1.70
H 2.14 -2.49 3.39
O -3.68 -2.99 -1.01
O 2.69 2.19 0.79
H 2.17 -1.92 -2.69
H 3.44 -0.31 1.34
H -3.90 1.86 2.18
H 0.83 -1.04 1.12
H -1.95 -1.77 -3.55
O 0.29 2.81 1.32
C -3.12 0.49 0.60
O 2.77 -1.78 3.56
H 2.64 -1.18 2.90
H -2.29 3.47 -0.71
H -0.06 0.64 0.44
H -0.12 0.94 -3.66
H 0.58 -1.99 -1.21
```

These are the natural (NBO) partial charges, in e, on atoms 1 to 2: atom 1 (O): -0.93, atom 2 (O): -1.10


6.
C4H38NO15 | wB97M-V/def2-TZVPD

total charge: -1
energy above the lowest of the compared OMol25 structures with the same formula, charge and spin: 51.95 kcal per mole

```
58
C4H38NO15, DFT wB97M-V/def2-TZVPD
H -1.42 0.75 -1.75
H -1.84 -2.31 -1.36
H -1.03 1.72 0.68
H -0.62 3.68 -1.96
H -2.36 1.92 0.18
O 0.57 -3.60 -1.26
C -2.55 2.34 -0.81
O -2.30 0.89 4.30
H 0.38 2.55 2.28
H 0.64 1.42 4.08
H 0.93 -2.81 -0.82
C 1.20 1.00 -2.62
H 2.73 1.78 1.00
H -3.62 2.22 -1.02
H 0.51 -1.37 1.45
O 0.50 -2.54 -3.67
H 2.84 -2.55 0.85
O 0.50 0.53 3.73
H 1.03 2.47 -1.13
O 1.54 -2.12 3.33
H 0.17 4.05 2.23
O -0.12 -1.23 0.76
H -2.37 3.42 -0.71
H 3.41 0.61 -0.72
C -1.69 1.78 -1.95
O -2.12 -1.80 -2.13
O -4.41 -0.45 -1.09
H 0.89 -1.72 -3.36
N 0.77 2.21 -2.05
O -0.22 1.45 1.15
H -1.73 1.52 3.85
H -0.67 2.83 -3.49
O 0.85 -0.20 -1.89
H -2.29 0.13 3.70
O 0.75 3.39 2.62
H 1.15 1.47 0.70
H 0.52 -3.03 -2.82
O 2.47 -1.89 0.25
H -2.27 1.60 -2.83
C -0.53 2.71 -2.42
H 0.39 0.62 2.76
H 0.86 -0.10 -0.94
H 1.97 -1.16 0.63
H 0.64 0.82 -3.54
H -0.24 -0.24 0.88
H 2.27 0.94 -2.84
H -3.80 0.11 -0.63
H -1.81 -2.08 -2.99
O 2.12 1.21 0.50
O 4.32 0.75 -1.02
H -1.47 -3.70 1.81
H 4.16 1.06 -1.92
O -2.00 -2.97 2.14
H 0.78 -2.53 3.75
H -1.49 -2.23 1.74
H 1.49 -1.16 3.50
H 1.02 -4.34 -0.91
H -3.85 -0.98 -1.70
```

These are the natural (NBO) partial charges, in e, on atoms 1 to 2: atom 1 (H): 0.25, atom 2 (H): 0.50


no.,calculated total energy (a.u.)
1,-1261.99929
2,-1412.74958
3,-1605.57404
4,-1282.69864
5,-1701.36502
6,-1358.62570